Entry from OMol25: a 4-piece molecular cluster, C32H37F24NO6 overall (ωB97M-V with the def2-TZVPD basis set).

Results
- LUMO: -0.99 eV
- 2S+1: 1
- HOMO: -0.3594 Eh
- Energy: -4144.37829 Eh
- Gap between HOMO and LUMO: 8.8 eV
- SMILES: CCCCCC1=CC(=O)C(CCCCNC(C)=O)=CC1=O.FC(F)C(F)(F)COC(F)(F)C(F)F.FC(F)C(F)(F)COC(F)(F)C(F)F.FC(F)C(F)(F)COC(F)(F)C(F)F

Geometry as XYZ:
```
100
C32H37F24NO6, DFT ωB97M-V with the def2-TZVPD basis set
C -5.254 0.038 2.528
C -5.161 -1.560 2.272
C -4.637 -1.889 0.772
C -3.107 -1.420 0.716
C -2.071 -2.648 0.470
C -0.819 -2.028 -0.288
C -0.161 -0.926 0.320
C 1.061 -0.335 -0.533
O 2.131 -0.002 -0.006
C 0.780 -0.270 -2.115
C 1.187 0.990 -2.993
C 2.753 1.167 -3.241
C 3.538 1.986 -2.121
C 2.768 3.252 -1.534
N 2.146 2.980 -0.201
C 3.146 2.988 0.870
C 2.620 2.696 2.362
O 4.360 3.207 0.699
C 0.117 -1.366 -2.723
C -0.284 -2.543 -1.712
O -0.174 -3.750 -1.971
H -6.102 0.199 3.282
H -4.292 0.459 2.969
H -5.457 0.605 1.561
H -4.335 -1.951 2.969
H -6.119 -2.106 2.531
H -4.810 -2.974 0.491
H -5.262 -1.264 0.038
H -2.816 -0.865 1.669
H -3.020 -0.657 -0.139
H -2.619 -3.388 -0.195
H -1.750 -3.093 1.469
H -0.489 -0.477 1.304
H 0.712 0.821 -4.026
H 0.660 1.894 -2.557
H 3.223 0.130 -3.373
H 2.882 1.703 -4.243
H 4.487 2.397 -2.626
H 3.930 1.313 -1.281
H 3.475 4.158 -1.483
H 1.909 3.584 -2.216
H 1.499 3.746 0.041
H 1.551 3.078 2.470
H 2.603 1.578 2.551
H 3.292 3.214 3.127
H -0.122 -1.424 -3.825
F 3.048 -8.673 -2.582
C 1.865 -8.389 -2.009
F 1.452 -9.532 -1.402
C 0.820 -7.923 -3.023
F 0.545 -8.901 -3.919
F -0.343 -7.702 -2.342
C 1.143 -6.620 -3.785
O 1.684 -6.763 -5.107
C 3.079 -6.923 -5.232
F 3.673 -6.722 -4.042
F 3.498 -5.915 -6.032
C 3.457 -8.263 -5.869
F 3.021 -9.303 -5.128
F 4.803 -8.387 -5.964
H 2.024 -7.638 -1.231
H 0.185 -6.120 -3.947
H 1.721 -5.916 -3.182
H 3.027 -8.355 -6.869
F -9.529 0.826 4.579
C -10.693 1.412 4.915
F -11.137 2.041 3.798
C -10.535 2.414 6.059
F -9.724 3.437 5.698
F -11.761 2.971 6.288
C -10.050 1.840 7.407
O -8.656 1.984 7.711
C -7.774 0.996 7.229
F -8.473 -0.027 6.706
F -7.144 0.498 8.317
C -6.735 1.566 6.260
F -7.320 2.116 5.175
F -5.913 0.589 5.808
H -11.417 0.632 5.168
H -10.549 2.430 8.180
H -10.399 0.818 7.575
H -6.129 2.336 6.743
F 7.009 7.172 -2.516
C 6.632 7.188 -1.224
F 6.962 8.417 -0.748
C 7.319 6.100 -0.400
F 8.661 6.289 -0.371
F 6.895 6.234 0.891
C 7.026 4.643 -0.815
O 8.010 3.994 -1.633
C 7.929 4.176 -3.028
F 6.783 4.808 -3.342
F 7.827 2.936 -3.559
C 9.168 4.870 -3.599
F 9.338 6.098 -3.065
F 9.050 5.039 -4.938
H 5.544 7.094 -1.177
H 7.027 4.059 0.109
H 6.017 4.517 -1.215
H 10.069 4.286 -3.398
```

Here are the Mulliken charges for atoms 1 to 4, given in e: number 1, C, carries -0.517; number 2, C, carries -0.701; number 3, C, carries -0.656; number 4, C, carries -0.249